The following is a DFT calculation (ωB97M-V/def2-TZVPD) of a 10-piece molecular cluster, C20H38Cl16N2 overall.

Output
SMILES	ClCCCl.ClCCCl.ClCCCl.ClCCCl.ClCCCl.ClCCCl.ClCCCl.ClCCCl.CC#N.CC#N
energy relative to the best compared isomer or geometry (same formula, charge and spin)	15.7	kcal/mol

```
! wB97M-V def2-TZVPD RIJCOSX def2/J DEFGRID3
* xyz 0 1
Cl -3.154 1.542 17.341
C -3.574 2.995 16.366
C -2.416 3.514 15.511
Cl -1.885 2.361 14.283
H -3.966 3.687 17.110
H -4.449 2.729 15.773
H -1.597 3.767 16.182
H -2.877 4.366 15.011
Cl 1.757 11.073 16.430
C 0.624 9.666 16.347
C 1.180 8.450 17.061
Cl 1.610 8.580 18.796
H 0.280 9.510 15.325
H -0.266 10.049 16.846
H 2.001 7.983 16.518
H 0.464 7.628 17.030
Cl 0.946 1.812 11.921
C 1.415 0.888 13.378
C 2.899 0.696 13.468
Cl 3.716 2.277 13.612
H 0.914 -0.075 13.283
H 1.005 1.398 14.249
H 3.226 0.208 12.550
H 3.138 0.008 14.278
Cl -0.756 4.341 7.435
C -0.131 3.549 8.900
C 1.335 3.180 8.671
Cl 1.485 1.578 7.876
H -0.670 2.647 9.181
H -0.093 4.351 9.635
H 1.897 3.035 9.592
H 1.793 3.949 8.051
Cl -4.662 9.781 16.813
C -3.656 8.800 17.889
C -3.464 7.453 17.229
Cl -2.260 7.509 15.893
H -4.250 8.781 18.802
H -2.736 9.332 18.129
H -4.360 7.076 16.741
H -3.149 6.714 17.965
Cl -5.740 8.699 11.036
C -4.411 8.775 9.816
C -3.323 7.837 10.219
Cl -2.536 8.331 11.765
H -4.129 9.825 9.762
H -4.854 8.495 8.861
H -2.561 7.707 9.450
H -3.671 6.810 10.321
Cl 6.439 4.828 10.218
C 5.193 4.471 11.404
C 4.125 5.509 11.596
Cl 3.107 5.733 10.232
H 5.801 4.306 12.294
H 4.808 3.470 11.210
H 4.586 6.456 11.878
H 3.492 5.183 12.421
Cl 1.603 5.971 14.417
C 0.547 5.004 13.367
C -0.513 5.911 12.722
Cl -1.700 5.068 11.733
H 0.082 4.213 13.951
H 1.139 4.663 12.519
H -0.076 6.755 12.192
H -1.136 6.323 13.518
C -4.958 6.297 13.096
C -5.332 5.795 14.401
N -5.576 5.397 15.475
H -4.489 7.264 13.272
H -5.872 6.428 12.520
H -4.246 5.571 12.704
C -0.160 9.820 10.070
C 0.066 8.508 9.443
N 0.211 7.460 8.998
H 0.791 10.352 10.014
H -0.290 9.528 11.111
H -0.952 10.437 9.654
*
```

These are the Löwdin partial charges, in e, on atoms 1 to 8: 0.52 -0.67 -0.66 0.59 0.05 0.06 0.08 0.04

=====

The following is a DFT calculation (ωB97M-V/def2-TZVPD) of C35H30N11O4Ti as an isolated structure.

Output
energy relative to the best compared isomer or geometry (same formula, charge and spin)	0.4	kcal/mol

```
! wB97M-V def2-TZVPD RIJCOSX def2/J DEFGRID3
* xyz 1 1
Ti -0.520 0.878 -1.426
N -0.657 2.022 -3.470
C -0.234 3.429 -3.312
C 0.705 3.525 -2.147
O 1.451 4.463 -2.001
N 0.599 2.458 -1.268
C 1.464 2.567 -0.092
C 1.248 1.334 0.739
O 1.809 1.088 1.761
O 0.327 0.511 0.166
H -0.064 1.551 -4.142
H -1.590 1.983 -3.849
H -1.107 4.033 -3.072
H 0.236 3.853 -4.194
H 1.249 3.452 0.502
H 2.516 2.635 -0.366
C 4.215 -2.016 -1.561
N 3.122 -1.207 -2.131
C 1.826 -1.304 -1.908
N 1.188 -0.294 -2.487
C 2.212 0.402 -3.086
N 3.393 -0.127 -2.909
C 4.728 -1.440 -0.266
C 6.033 -0.984 -0.171
C 6.495 -0.441 1.024
C 5.654 -0.346 2.120
C 4.341 -0.805 2.024
C 3.886 -1.353 0.836
C 3.452 -0.707 3.185
N 3.718 -0.267 4.362
N 2.539 -0.404 5.106
C 1.668 -0.913 4.309
O 2.167 -1.116 3.068
C 0.269 -1.255 4.584
C -0.216 -1.153 5.884
C -1.546 -1.450 6.142
C -2.390 -1.835 5.110
C -1.906 -1.940 3.812
C -2.861 -2.354 2.714
N -2.352 -2.035 1.381
C -2.217 -0.837 0.825
N -1.618 -0.962 -0.343
C -1.418 -2.307 -0.456
N -1.823 -2.996 0.584
C -0.574 -1.656 3.551
H 4.994 -2.041 -2.312
H 3.833 -3.024 -1.422
H 1.379 -2.083 -1.308
H 2.087 1.313 -3.653
H 6.691 -1.039 -1.033
H 7.514 -0.080 1.093
H 5.995 0.078 3.058
H 2.856 -1.699 0.780
H 0.453 -0.836 6.675
H -1.933 -1.366 7.151
H -3.436 -2.046 5.319
H -3.819 -1.856 2.841
H -3.035 -3.425 2.720
H -2.527 0.089 1.287
H -0.961 -2.780 -1.315
H -0.176 -1.714 2.542
C -2.837 -2.007 -4.034
C -4.134 -1.680 -3.665
C -4.357 -0.561 -2.883
C -3.281 0.211 -2.469
N -2.021 -0.144 -2.794
C -1.813 -1.216 -3.568
C -3.405 1.433 -1.634
C -4.607 2.134 -1.562
C -4.694 3.270 -0.771
C -3.579 3.709 -0.065
C -2.372 3.034 -0.179
C -2.254 1.888 -0.966
H -2.623 -2.863 -4.658
H -4.966 -2.297 -3.983
H -5.360 -0.291 -2.581
H -0.781 -1.436 -3.808
H -5.474 1.807 -2.125
H -5.626 3.820 -0.715
H -3.644 4.597 0.551
H -1.507 3.419 0.348
*
```

These are the Löwdin partial charges, in e, on atoms 1 to 8: 1.07 0.01 -0.11 -0.51 0.11 -0.09 -0.08 -0.49

=====

The following is a DFT calculation (ωB97M-V/def2-TZVPD) of a 2-piece molecular cluster, CH3ClN2S overall.

Output
energy relative to the best compared isomer or geometry (same formula, charge and spin)	84.4	kcal/mol

```
! wB97M-V def2-TZVPD RIJCOSX def2/J DEFGRID3
* xyz 0 1
C 1.768 0.368 0.084
N 0.201 -0.151 -1.553
N 1.174 0.016 -0.863
S -1.697 0.364 0.928
Cl 3.083 -0.346 0.833
H 0.428 -0.219 -2.565
H -3.093 0.117 0.942
H -1.865 -0.151 2.194
*
```

Formally, the Löwdin partial charges of the atoms, in units of the elementary charge, are as follows: -0.60 0.06 -0.23 0.42 0.64 0.09 -0.17 -0.21